(1)
Below is a 2-piece molecular cluster, C3H10NOPS overall at a distorted geometry, with properties calculated with wB97M-V/def2-TZVPD.

Calculated values
HOMO-LUMO gap	9.2	eV
HOMO	-8.36	eV
energy above the lowest of the compared OMol25 structures with the same formula, charge and spin	2.739	eV
calculated total energy	-26933.7552	eV
SMILES string	CSP(N)O.C=C

CARTESIAN COORDINATES (ANGSTROEM)
C  4.043  -0.125  -0.300
C  -3.365  -1.294  -0.276
C  3.133  -0.977  0.132
N  -1.084  1.921  1.186
O  -0.273  1.161  -1.069
P  -1.637  1.086  -0.204
S  -1.708  -0.982  0.496
H  4.930  0.221  0.271
H  4.016  0.211  -1.275
H  -0.194  0.611  -1.782
H  -4.061  -1.575  0.496
H  -3.394  -2.171  -0.926
H  -3.590  -0.201  -0.676
H  3.333  -1.636  0.958
H  2.196  -0.925  -0.320
H  -0.853  2.940  1.239
H  -1.491  1.733  2.048


(2)
Below is a 2-piece molecular cluster, C3H10NOS overall at a distorted geometry, with properties calculated with wB97M-V/def2-TZVPD.

Calculated values
HOMO-LUMO gap	6.1	eV
HOMO	-2.76	eV
energy above the lowest of the compared OMol25 structures with the same formula, charge and spin	2.275	eV
calculated total energy	-17645.1679	eV
net charge	-1

CARTESIAN COORDINATES (ANGSTROEM)
C  -1.773  -0.386  1.996
S  -0.905  1.096  2.546
C  0.811  0.588  2.006
H  -1.749  -1.145  2.766
H  -2.786  0.031  1.917
H  -1.408  -0.788  1.049
H  0.757  0.742  0.923
H  0.924  -0.478  2.196
H  1.546  1.166  2.546
N  1.258  -0.584  -3.143
C  0.532  0.301  -2.091
O  0.844  0.144  -0.848
H  0.686  -0.617  -3.985
H  1.157  -1.537  -2.785
H  -0.518  0.146  -2.482
H  0.625  1.321  -2.610